Below is a structure of composition CuI, with properties calculated with ωB97M-V with the def2-TZVPD basis set.

Each line ends with the Löwdin charge.
Element x y z (Å)
Cu1 -0.341 -1.330 0.551  -0.150
I1 0.341 1.330 -0.551  0.150

For the HOMO-LUMO gap (spin up / spin down), the calculation gives 7.2 / 5.9 eV. As for the spin multiplicity: 3. As for the charge: 0. As for the max |F|: 0.267 eV Å⁻¹. As for the energy above the lowest of the compared OMol25 structures with the same formula, charge and spin: 1.0 kcal/mol.


Below is a structure of composition DyFO2S at a distorted geometry, with properties calculated with ωB97M-V with the def2-TZVPD basis set.

Each line ends with the Löwdin charge.
Element x y z (Å)
Dy1 1.727 0.804 -0.969  1.563
F1 -2.228 0.247 0.692  -0.372
S1 -1.147 -1.023 0.171  1.140
O1 -0.350 -0.411 -0.947  -0.751
O2 1.998 0.383 1.053  -0.579

For the HOMO-LUMO gap (spin up / spin down), the calculation gives 6.6 / 8.5 eV. As for the spin multiplicity: 7. As for the charge: +1. As for the max |F|: 3.755 eV Å⁻¹.


Below is a structure of composition F10H20N5Na2O30S10 at a distorted geometry, with properties calculated with ωB97M-V with the def2-TZVPD basis set.

Each line ends with the Löwdin charge.
Element x y z (Å)
Na1 -2.246 3.754 2.221  0.921
Na2 -4.249 -1.025 1.553  0.930
N1 -7.461 -3.608 -2.645  -0.299
S1 -8.975 -4.068 -3.101  0.594
O1 -9.614 -5.129 -2.297  -0.306
O2 -9.240 -3.946 -4.498  -0.266
F1 -9.648 -2.693 -2.447  -0.260
S2 -6.715 -4.774 -3.090  0.383
O3 -6.368 -4.931 -4.492  -0.293
O4 -7.004 -5.967 -2.271  -0.324
F2 -5.288 -4.290 -2.581  -0.215
N2 -0.990 4.801 -7.132  -0.264
S3 -2.255 3.738 -6.922  0.562
O5 -3.248 3.629 -7.962  -0.286
O6 -2.629 3.371 -5.560  -0.314
F3 -1.348 2.399 -7.307  -0.253
S4 -1.867 6.025 -6.903  0.440
O7 -2.333 6.294 -5.550  -0.318
O8 -2.770 6.428 -8.010  -0.327
F4 -0.570 6.989 -7.039  -0.235
N3 -0.176 0.092 1.058  -0.328
S5 1.339 -0.166 1.810  0.567
O9 2.463 0.667 1.344  -0.283
O10 1.634 -1.511 2.198  -0.263
F5 0.917 0.520 3.233  -0.241
S6 0.368 -0.117 -0.395  0.469
O11 0.793 -1.427 -0.843  -0.276
O12 0.965 1.059 -1.006  -0.296
F6 -1.174 -0.132 -1.056  -0.293
N4 5.112 3.513 8.232  -0.283
S7 5.517 2.269 7.267  0.555
O13 5.735 2.529 5.850  -0.294
O14 4.950 0.953 7.545  -0.288
F7 7.046 2.199 7.827  -0.229
S8 3.685 3.580 7.829  0.454
O15 2.691 2.548 8.338  -0.355
O16 3.489 4.109 6.498  -0.313
F8 3.310 4.868 8.758  -0.243
N5 7.208 -4.288 -0.670  -0.258
S9 6.384 -4.880 0.550  0.514
O17 6.994 -5.664 1.660  -0.339
O18 4.940 -5.155 0.427  -0.317
F9 6.470 -3.358 1.126  -0.255
S10 7.256 -5.761 -1.400  0.546
O19 6.105 -6.103 -2.280  -0.324
O20 7.942 -6.850 -0.687  -0.325
F10 8.430 -5.261 -2.395  -0.242
O21 2.702 4.269 -4.716  -0.057
H1 1.855 4.247 -5.161  0.024
H2 2.640 3.586 -4.047  0.030
O22 -1.167 -0.456 8.661  -0.059
H3 -0.438 0.154 8.780  0.033
H4 -1.046 -1.112 9.347  0.026
O23 -3.150 -4.071 3.635  -0.056
H5 -3.659 -4.801 3.282  0.035
H6 -2.289 -4.159 3.225  0.032
O24 -0.275 -5.451 1.011  -0.058
H7 0.015 -4.847 0.328  0.034
H8 0.533 -5.738 1.436  0.035
O25 6.623 3.314 0.909  -0.057
H9 7.023 3.518 1.754  0.025
H10 5.857 2.783 1.127  0.032
O26 1.164 5.204 2.126  -0.054
H11 1.640 5.832 1.583  0.038
H12 1.691 5.126 2.921  0.039
O27 2.850 -3.142 -6.221  -0.053
H13 2.557 -3.952 -6.639  0.022
H14 2.076 -2.813 -5.765  0.031
O28 -6.246 -0.440 -5.003  -0.049
H15 -5.390 -0.131 -4.706  0.028
H16 -6.564 -0.991 -4.288  0.015
O29 -4.182 1.537 5.250  -0.050
H17 -4.303 2.486 5.215  0.021
H18 -3.530 1.404 5.938  0.046
O30 -3.969 4.416 -1.270  -0.059
H19 -3.961 3.911 -2.083  0.044
H20 -4.633 5.090 -1.412  0.032

For the HOMO-LUMO gap, the calculation gives 4.1 eV. As for the charge: -3. As for the max |F|: 10.622 eV Å⁻¹.


Below is a structure of composition F18KN9Na4O36S18 at a distorted geometry, with properties calculated with ωB97M-V with the def2-TZVPD basis set.

Each line ends with the Löwdin charge.
Element x y z (Å)
Na1 3.257 1.139 1.360  0.895
Na2 -2.687 4.200 -4.173  0.930
Na3 -2.174 5.357 0.153  0.924
Na4 1.981 -4.101 0.338  0.894
K1 -6.607 -4.547 1.757  0.992
N1 0.452 6.635 -2.678  -0.302
S1 2.030 6.110 -2.949  0.605
O1 2.491 5.254 -1.842  -0.312
O2 3.111 6.861 -3.637  -0.265
F1 1.585 5.037 -4.054  -0.199
S2 0.802 8.038 -2.956  0.386
O3 0.897 8.416 -4.393  -0.318
O4 1.626 8.765 -1.995  -0.295
F2 -0.682 8.560 -2.644  -0.242
N2 4.242 0.912 5.085  -0.294
S3 3.997 1.690 6.300  0.413
O5 4.996 1.605 7.372  -0.321
O6 2.592 1.959 6.662  -0.313
F3 4.537 3.107 5.604  -0.271
S4 4.487 -0.596 5.967  0.680
O7 3.611 -0.941 7.110  -0.288
O8 5.918 -1.022 5.981  -0.316
F4 3.960 -1.626 4.790  -0.247
N3 -1.029 -0.206 -9.667  -0.257
S5 -0.416 0.841 -8.753  0.464
O9 -1.277 1.283 -7.625  -0.355
O10 0.739 1.606 -9.156  -0.286
F5 0.366 -0.258 -7.797  -0.253
S6 -1.337 0.804 -10.946  0.536
O11 -0.342 0.821 -11.980  -0.290
O12 -2.268 1.903 -10.761  -0.305
F6 -2.358 -0.205 -11.693  -0.242
N4 1.326 -6.400 -2.895  -0.288
S7 2.258 -6.686 -4.028  0.424
O13 2.322 -5.741 -5.150  -0.306
O14 2.431 -8.082 -4.482  -0.328
F7 3.600 -6.282 -3.160  -0.249
S8 -0.071 -6.482 -3.939  0.610
O15 -0.343 -7.835 -4.506  -0.321
O16 -0.449 -5.372 -4.783  -0.278
F8 -1.184 -6.350 -2.779  -0.233
N5 -0.061 -0.797 0.205  -0.297
S9 -0.841 -0.449 -1.106  0.480
O17 -0.737 0.956 -1.561  -0.340
O18 -2.067 -1.193 -1.522  -0.307
F9 0.191 -1.225 -2.057  -0.208
S10 -1.408 -0.489 1.214  0.594
O19 -2.410 -1.545 1.285  -0.291
O20 -1.772 0.918 1.328  -0.302
F10 -0.460 -0.716 2.552  -0.237
N6 2.037 -6.410 3.564  -0.274
S11 0.844 -6.427 4.693  0.578
O21 0.317 -5.160 5.239  -0.303
O22 0.579 -7.647 5.501  -0.307
F11 -0.306 -6.710 3.547  -0.274
S12 3.065 -6.907 4.604  0.430
O23 3.151 -8.376 4.656  -0.320
O24 3.426 -6.151 5.786  -0.268
F12 4.277 -6.668 3.586  -0.228
N7 -5.337 0.314 8.562  -0.254
S13 -6.588 -0.719 7.990  0.563
O25 -7.854 -0.121 7.529  -0.322
O26 -6.654 -1.965 8.665  -0.288
F13 -5.758 -1.017 6.611  -0.242
S14 -6.043 0.498 9.914  0.447
O27 -5.670 -0.396 11.001  -0.315
O28 -7.404 1.112 9.913  -0.343
F14 -5.212 1.840 10.288  -0.244
N8 6.547 0.819 -1.002  -0.321
S15 7.585 1.863 -1.683  0.596
O29 7.126 2.361 -2.999  -0.313
O30 9.054 1.559 -1.553  -0.322
F15 7.341 3.239 -0.880  -0.211
S16 6.657 -0.291 -1.993  0.511
O31 8.001 -0.930 -2.213  -0.322
O32 5.690 -0.318 -3.144  -0.317
F16 5.986 -1.399 -0.983  -0.264
N9 -5.806 4.469 -1.359  -0.295
S17 -7.136 5.623 -1.227  0.576
O33 -7.195 6.344 0.042  -0.304
O34 -8.408 5.373 -1.921  -0.289
F17 -6.444 6.752 -2.092  -0.219
S18 -6.659 3.373 -0.653  0.379
O35 -7.770 2.773 -1.361  -0.290
O36 -6.633 3.472 0.798  -0.295
F18 -5.632 2.199 -0.821  -0.205

For the HOMO-LUMO gap, the calculation gives 5.3 eV. As for the charge: -4. As for the max |F|: 11.095 eV Å⁻¹. As for the energy above the lowest of the compared OMol25 structures with the same formula, charge and spin: 459.7 kcal/mol.


Below is a structure of composition F18NaP3 at a distorted geometry, with properties calculated with ωB97M-V with the def2-TZVPD basis set.

Each line ends with the Löwdin charge.
Element x y z (Å)
Na1 9.579 1.592 -2.467  0.683
P1 8.664 4.300 -0.194  0.255
F1 7.851 3.342 -1.220  -0.064
F2 7.648 5.538 -0.216  -0.097
F3 7.959 3.816 1.174  -0.075
F4 9.701 5.296 0.702  -0.007
F5 9.862 3.097 -0.084  -0.143
F6 9.306 4.900 -1.516  0.028
P2 9.133 -0.946 0.233  0.335
F7 8.760 -0.562 1.848  -0.208
F8 8.209 0.297 -0.345  -0.208
F9 10.469 0.039 0.441  -0.208
F10 9.616 -1.139 -1.310  -0.199
F11 9.923 -2.373 0.565  -0.192
F12 7.755 -1.865 -0.009  -0.205
P3 9.566 4.098 -5.151  0.091
F13 8.612 2.824 -5.030  -0.134
F14 8.476 4.951 -4.438  -0.076
F15 10.206 3.627 -3.717  -0.196
F16 10.364 5.464 -4.985  -0.099
F17 10.765 3.264 -5.831  -0.134
F18 8.930 4.488 -6.604  -0.148

For the HOMO-LUMO gap (spin up / spin down), the calculation gives 11.7 / 3.1 eV. As for the spin multiplicity: 2. As for the charge: -1. As for the max |F|: 3.433 eV Å⁻¹.


Below is a structure of composition F2H12NNaO10S2 at a distorted geometry, with properties calculated with ωB97M-V with the def2-TZVPD basis set.

Each line ends with the Löwdin charge.
Element x y z (Å)
Na1 -18.904 15.882 4.409  0.836
N1 -17.468 20.390 8.631  -0.264
S1 -18.925 19.942 8.141  0.485
O1 -18.968 19.124 6.918  -0.369
O2 -20.069 20.816 8.410  -0.303
F1 -19.030 18.864 9.344  -0.233
S2 -17.321 21.568 7.386  0.576
O3 -18.006 22.857 7.613  -0.318
O4 -17.379 21.059 5.988  -0.349
F2 -15.857 22.004 7.775  -0.194
O5 -20.977 13.926 2.509  -0.049
H1 -21.691 14.549 2.645  0.024
H2 -21.402 13.153 2.138  0.041
O6 -22.212 17.033 4.192  -0.047
H3 -22.227 17.752 3.560  0.041
H4 -22.568 17.412 4.995  0.047
O7 -14.962 17.329 6.122  -0.038
H5 -14.310 17.339 5.422  0.030
H6 -15.738 17.734 5.733  0.016
O8 -16.996 18.457 3.080  -0.047
H7 -17.171 19.383 3.252  0.044
H8 -16.243 18.461 2.489  0.038
O9 -16.096 13.913 4.841  -0.047
H9 -15.536 13.422 4.239  0.037
H10 -15.506 14.542 5.258  0.023
O10 -20.178 13.260 6.583  -0.048
H11 -20.652 12.731 5.943  0.029
H12 -20.720 13.224 7.372  0.039

For the HOMO-LUMO gap, the calculation gives 7.2 eV. As for the charge: 0. As for the max |F|: 4.626 eV Å⁻¹. As for the energy above the lowest of the compared OMol25 structures with the same formula, charge and spin: 0.0 kcal/mol.


Below is a structure of composition F2H12NNaO10S2 at a distorted geometry, with properties calculated with ωB97M-V with the def2-TZVPD basis set.

Each line ends with the Löwdin charge.
Element x y z (Å)
Na1 -0.888 -1.193 0.408  0.928
N1 1.313 1.923 -1.477  -0.310
S1 1.810 2.614 -2.790  0.425
O1 3.124 2.408 -3.372  -0.308
O2 1.226 3.885 -3.151  -0.308
F1 0.990 1.606 -3.745  -0.252
S2 1.409 3.364 -0.430  0.615
O3 0.048 3.925 -0.194  -0.315
O4 2.627 4.123 -0.558  -0.273
F2 1.583 2.406 0.819  -0.232
O5 4.224 -1.147 0.725  -0.056
H1 3.650 -0.772 0.058  0.023
H2 5.108 -1.017 0.381  0.036
O6 -4.599 0.225 2.465  -0.054
H3 -4.770 0.962 3.052  0.035
H4 -4.940 -0.537 2.932  0.026
O7 -2.795 1.784 -2.456  -0.049
H5 -2.914 1.800 -3.405  0.035
H6 -1.887 1.507 -2.332  0.010
O8 1.664 -4.535 2.464  -0.046
H7 0.869 -4.144 2.827  0.014
H8 2.316 -3.835 2.506  0.032
O9 -1.870 -2.927 -3.123  -0.056
H9 -2.208 -3.819 -3.196  0.031
H10 -1.799 -2.623 -4.028  0.038
O10 -1.057 -2.002 4.818  -0.056
H11 -1.621 -2.554 5.360  0.033
H12 -0.616 -1.425 5.441  0.036

For the HOMO-LUMO gap, the calculation gives 6.3 eV. As for the charge: 0. As for the max |F|: 5.899 eV Å⁻¹. As for the energy above the lowest of the compared OMol25 structures with the same formula, charge and spin: 21.7 kcal/mol.


Below is an isolated molecule of F2H2N2 at a distorted geometry, with properties calculated with ωB97M-V with the def2-TZVPD basis set.

Each line ends with the Löwdin charge.
Element x y z (Å)
F1 -0.366 1.524 -0.202  -0.149
N1 0.174 0.386 0.615  -0.022
N2 0.517 -0.651 -0.177  -0.020
F2 -0.625 -1.393 -0.685  -0.138
H1 -0.485 0.313 1.503  0.194
H2 0.786 -0.179 -1.055  0.134

For the HOMO-LUMO gap, the calculation gives 12.0 eV. The structure (SMILES) is FNNF. As for the charge: 0. As for the max |F|: 3.308 eV Å⁻¹. As for the energy above the lowest of the compared OMol25 structures with the same formula, charge and spin: 43.9 kcal/mol.